# 1
Computed, not measured: a 11-piece molecular cluster, C60H153N11O19 overall in a non-equilibrium geometry, with ωB97M-V with the def2-TZVPD basis set.

The geometry in XYZ format:
```
243
C60H153N11O19, DFT ωB97M-V with the def2-TZVPD basis set
C 2.74 -0.52 2.04
O 2.64 0.37 0.92
C 2.98 -0.13 -0.38
C 1.91 -1.20 -0.83
N 0.70 -0.54 -1.39
C -0.50 -1.31 -1.30
C -1.66 -0.51 -1.91
O -1.90 0.75 -1.35
C -2.67 0.69 -0.15
H 1.81 -1.08 2.11
H 2.87 -0.11 3.04
H 3.53 -1.26 1.88
H 3.97 -0.57 -0.24
H 3.01 0.69 -1.10
H 1.61 -1.86 -0.01
H 2.49 -1.78 -1.55
H 0.61 0.39 -1.00
H -0.72 -1.52 -0.25
H -0.31 -2.25 -1.82
H -2.56 -1.10 -2.11
H -1.32 -0.27 -2.91
H -2.13 0.05 0.55
H -3.56 0.07 -0.32
H -2.93 1.60 0.38
C -6.49 4.84 1.26
O -6.11 3.63 0.61
C -7.06 3.13 -0.34
C -6.97 1.59 -0.53
N -6.93 0.95 0.78
C -6.56 -0.44 0.53
C -6.53 -1.23 1.86
O -5.18 -1.49 2.26
C -4.98 -1.95 3.64
H -7.30 4.56 1.93
H -6.65 5.57 0.46
H -5.77 5.15 2.02
H -6.83 3.58 -1.31
H -8.08 3.38 -0.06
H -6.13 1.34 -1.19
H -7.79 1.15 -1.11
H -6.27 1.38 1.41
H -5.60 -0.38 0.02
H -7.31 -0.89 -0.12
H -7.12 -2.14 1.75
H -7.00 -0.57 2.59
H -5.32 -2.98 3.74
H -5.42 -1.23 4.33
H -3.91 -1.92 3.85
C 2.44 -4.59 -2.05
O 2.35 -4.79 -3.45
C 2.34 -3.62 -4.21
C 2.16 -4.00 -5.73
N 3.15 -5.02 -6.27
C 2.70 -5.59 -7.54
C 3.81 -6.55 -8.05
O 4.05 -7.71 -7.23
C 5.02 -8.69 -7.70
H 2.51 -5.54 -1.53
H 1.58 -4.05 -1.65
H 3.36 -4.05 -1.83
H 3.25 -3.08 -3.93
H 1.41 -3.15 -3.90
H 2.15 -3.07 -6.31
H 1.18 -4.47 -5.77
H 3.33 -5.75 -5.60
H 2.48 -4.82 -8.28
H 1.76 -6.11 -7.36
H 4.72 -5.95 -8.12
H 3.52 -6.90 -9.04
H 6.01 -8.24 -7.77
H 4.75 -9.05 -8.70
H 4.97 -9.59 -7.08
C -4.43 2.57 3.49
O -3.17 2.29 3.96
C -3.09 1.00 4.68
C -1.70 0.45 4.56
N -0.77 1.47 4.99
C 0.63 1.17 4.74
C 1.31 0.16 5.72
O 0.90 -1.13 5.34
C 1.23 -2.10 6.36
H -5.15 2.34 4.27
H -4.55 1.90 2.64
H -4.60 3.58 3.13
H -3.72 0.22 4.25
H -3.37 1.19 5.72
H -1.39 0.17 3.56
H -1.49 -0.46 5.12
H -1.19 2.33 4.67
H 1.15 2.12 4.84
H 0.80 0.91 3.69
H 1.02 0.41 6.74
H 2.39 0.18 5.66
H 1.21 -3.07 5.86
H 0.55 -2.01 7.21
H 2.28 -2.02 6.63
C -8.08 0.01 -8.73
O -6.87 0.54 -8.23
C -7.03 1.96 -8.00
C -5.65 2.50 -7.67
N -5.36 2.43 -6.24
C -3.92 2.72 -6.02
C -3.64 2.78 -4.50
O -4.38 3.70 -3.80
C -3.98 3.83 -2.39
H -8.92 0.00 -8.04
H -7.80 -1.02 -8.92
H -8.27 0.54 -9.67
H -7.78 2.29 -7.28
H -7.34 2.45 -8.92
H -5.48 3.49 -8.08
H -4.93 1.80 -8.07
H -5.85 3.20 -5.80
H -3.72 3.63 -6.58
H -3.33 1.91 -6.45
H -2.56 2.94 -4.45
H -3.82 1.79 -4.08
H -4.44 4.69 -1.92
H -2.89 3.87 -2.30
H -4.27 2.92 -1.86
C 7.28 0.90 -1.34
O 7.30 -0.52 -1.08
C 6.75 -1.29 -2.15
C 6.83 -2.77 -1.87
N 5.77 -3.33 -1.04
C 5.86 -2.91 0.42
C 4.84 -3.72 1.27
O 3.52 -3.45 0.88
C 2.44 -4.19 1.49
H 7.77 1.46 -0.54
H 6.26 1.28 -1.43
H 7.83 1.26 -2.21
H 7.37 -1.14 -3.03
H 5.70 -1.03 -2.30
H 7.78 -3.12 -1.47
H 6.79 -3.26 -2.85
H 5.86 -4.33 -1.03
H 5.69 -1.84 0.54
H 6.84 -3.16 0.83
H 4.96 -3.44 2.32
H 5.00 -4.79 1.13
H 2.22 -3.74 2.45
H 2.64 -5.26 1.52
H 1.53 -4.07 0.90
C 3.89 2.76 4.62
O 3.79 2.85 6.07
C 4.69 1.97 6.81
C 4.35 2.11 8.30
N 4.62 3.54 8.72
C 4.34 3.75 10.14
C 5.45 3.08 10.98
O 5.06 1.80 11.48
C 6.13 1.19 12.15
H 3.60 1.82 4.14
H 4.89 2.99 4.27
H 3.28 3.54 4.18
H 5.67 2.38 6.58
H 4.54 0.97 6.41
H 4.99 1.45 8.88
H 3.31 1.80 8.33
H 4.02 4.13 8.17
H 3.31 3.43 10.33
H 4.36 4.83 10.29
H 5.70 3.69 11.84
H 6.37 3.08 10.39
H 6.21 1.62 13.15
H 7.04 1.19 11.56
H 5.80 0.15 12.24
C -0.87 8.48 1.43
O -0.65 7.11 1.42
C -1.06 6.41 2.66
C -1.07 4.86 2.62
N 0.24 4.41 2.13
C 0.20 3.02 1.70
C -0.03 2.96 0.20
O 0.77 3.95 -0.39
C 1.03 3.70 -1.76
H -0.50 8.87 2.38
H -1.91 8.80 1.43
H -0.36 9.04 0.66
H -2.07 6.63 3.01
H -0.39 6.72 3.46
H -1.88 4.51 1.97
H -1.33 4.47 3.61
H 0.47 4.95 1.31
H -0.52 2.34 2.16
H 1.22 2.68 1.81
H -1.07 3.15 -0.07
H 0.32 1.96 -0.04
H 1.70 4.51 -2.05
H 0.13 3.83 -2.36
H 1.58 2.79 -2.00
C 6.38 0.49 2.80
C 7.87 0.22 2.62
C 8.60 0.43 3.95
O 8.84 1.84 4.11
C 9.34 2.32 5.36
N 7.97 -1.13 2.14
H 5.84 0.51 1.85
H 6.16 1.38 3.39
H 5.87 -0.28 3.37
H 8.30 0.95 1.93
H 9.49 -0.21 4.02
H 7.98 0.01 4.74
H 8.88 1.84 6.23
H 9.12 3.38 5.46
H 10.39 2.18 5.63
H 7.38 -1.29 1.33
H 8.90 -1.24 1.76
C -3.16 -4.51 -2.13
C -2.78 -4.92 -3.57
C -1.55 -4.07 -4.08
O -1.91 -2.77 -4.48
C -0.97 -2.00 -5.14
N -2.61 -6.33 -3.55
H -3.82 -5.25 -1.67
H -3.64 -3.54 -2.15
H -2.29 -4.60 -1.47
H -3.65 -4.70 -4.19
H -1.18 -4.64 -4.93
H -0.77 -3.97 -3.33
H -0.04 -1.84 -4.61
H -1.41 -1.03 -5.38
H -0.84 -2.44 -6.13
H -1.91 -6.76 -2.96
H -3.45 -6.79 -3.21
C -5.40 -1.23 -3.74
C -6.30 -1.26 -4.95
C -7.62 -0.47 -4.77
O -8.46 -1.15 -3.86
C -9.81 -0.60 -3.68
N -5.45 -0.77 -6.05
H -5.96 -1.70 -2.92
H -5.20 -0.23 -3.37
H -4.47 -1.79 -3.85
H -6.63 -2.28 -5.16
H -8.12 -0.40 -5.74
H -7.35 0.51 -4.39
H -9.76 0.42 -3.30
H -10.32 -1.21 -2.94
H -10.33 -0.62 -4.64
H -5.12 0.12 -5.71
H -6.05 -0.38 -6.76
```

Results
**Calculated total energy**: -4408.83312 a.u.
**Charge**: +1
**Energy relative to the best compared isomer or geometry (same formula, charge and spin)**: 0.0 kcal per mole
**Highest occupied orbital energy (spin up / spin down)**: -0.352 / -0.352 Eh
**Multiplicity**: 2
**Molar mass**: 1332.94 g/mol
**HOMO-LUMO gap (spin up / spin down)**: 0.2788 / 0.0931 Ha


# 2
Computed, not measured: a 12-piece molecular cluster, C60H156N12O18 overall in a non-equilibrium geometry, with ωB97M-V with the def2-TZVPD basis set.

The geometry in XYZ format:
```
246
C60H156N12O18, DFT ωB97M-V with the def2-TZVPD basis set
C 1.14 2.43 6.71
O 2.02 2.07 5.69
C 3.23 2.75 5.79
C 4.14 2.67 4.58
C 5.47 3.23 4.93
N 3.49 3.32 3.44
H 1.03 3.52 6.70
H 1.53 2.22 7.73
H 0.19 1.89 6.61
H 3.06 3.84 5.85
H 3.70 2.42 6.77
H 4.18 1.59 4.47
H 5.43 4.19 5.38
H 6.00 3.45 3.98
H 6.06 2.58 5.49
H 2.52 3.12 3.32
H 3.98 3.13 2.53
C 5.73 -0.61 8.25
O 4.68 -1.38 7.71
C 3.42 -0.88 7.91
C 2.45 -1.65 7.03
C 2.47 -3.19 7.18
N 2.58 -1.27 5.63
H 5.74 -0.77 9.35
H 5.70 0.40 7.83
H 6.64 -1.05 7.89
H 3.16 -0.90 9.00
H 3.34 0.12 7.50
H 1.48 -1.20 7.39
H 2.00 -3.70 6.36
H 1.90 -3.38 8.10
H 3.50 -3.52 7.31
H 3.57 -1.21 5.41
H 2.31 -0.30 5.62
C -5.01 3.75 -2.31
O -4.49 4.57 -1.29
C -4.04 3.80 -0.14
C -3.00 4.61 0.61
C -2.39 3.69 1.68
N -3.43 5.89 1.23
H -5.55 4.35 -3.05
H -5.62 2.92 -1.99
H -4.14 3.25 -2.72
H -4.93 3.57 0.44
H -3.56 2.84 -0.48
H -2.26 4.97 -0.10
H -1.76 2.94 1.27
H -3.15 3.10 2.21
H -1.89 4.32 2.41
H -4.25 6.37 0.86
H -3.51 5.89 2.24
C 4.15 4.38 -3.96
O 3.01 3.93 -3.31
C 2.29 2.90 -3.94
C 1.17 2.53 -3.04
C 0.32 3.75 -2.78
N 1.74 2.06 -1.77
H 4.64 5.23 -3.46
H 3.89 4.69 -4.96
H 4.85 3.54 -4.00
H 2.00 3.29 -4.93
H 2.90 2.00 -4.12
H 0.61 1.65 -3.40
H 0.90 4.58 -2.42
H -0.48 3.63 -2.02
H -0.18 4.15 -3.71
H 2.55 1.54 -2.00
H 2.14 2.91 -1.31
C -1.28 0.66 -0.48
O -0.63 0.54 0.72
C 0.07 -0.66 0.72
C 0.80 -0.87 2.03
C 1.83 0.23 2.10
N 1.32 -2.21 2.09
H -2.12 -0.06 -0.53
H -0.62 0.45 -1.32
H -1.68 1.64 -0.59
H -0.56 -1.55 0.58
H 0.87 -0.61 -0.05
H 0.12 -0.81 2.89
H 1.42 1.22 1.84
H 2.60 -0.05 1.40
H 2.39 0.31 3.03
H 2.13 -2.24 1.47
H 1.69 -2.33 3.02
C 3.29 -5.10 3.98
O 3.17 -4.58 2.70
C 4.29 -4.98 1.86
C 3.67 -5.59 0.60
C 4.83 -5.86 -0.33
N 2.70 -4.74 0.06
H 3.31 -6.19 3.98
H 2.39 -4.73 4.50
H 4.16 -4.71 4.54
H 4.71 -4.01 1.55
H 4.98 -5.70 2.28
H 3.13 -6.50 0.91
H 4.67 -6.19 -1.36
H 5.48 -6.59 0.18
H 5.45 -4.96 -0.38
H 1.98 -4.57 0.81
H 2.18 -5.24 -0.71
C -2.62 -0.45 3.18
O -3.95 -0.11 3.40
C -4.07 0.72 4.49
C -5.46 1.30 4.48
N -5.63 2.14 3.29
C -6.96 2.82 3.34
C -7.14 3.71 2.14
O -7.26 2.81 1.06
C -7.78 3.41 -0.15
H -1.96 0.32 2.87
H -2.60 -1.35 2.60
H -2.10 -0.82 4.09
H -3.36 1.57 4.57
H -3.95 0.14 5.42
H -5.53 1.92 5.37
H -6.26 0.46 4.53
H -5.63 1.55 2.47
H -7.01 3.35 4.24
H -7.71 2.07 3.43
H -6.29 4.36 2.01
H -8.06 4.40 2.18
H -7.90 2.58 -0.87
H -7.10 4.20 -0.53
H -8.77 3.84 -0.01
C -5.56 0.89 -5.75
O -4.16 0.70 -5.81
C -3.71 0.22 -4.58
C -2.36 -0.51 -4.58
N -2.43 -1.89 -5.04
C -2.32 -1.95 -6.52
C -1.93 -3.38 -7.02
O -2.93 -4.28 -6.48
C -2.48 -5.52 -6.17
H -6.01 1.22 -6.72
H -5.62 1.58 -4.90
H -5.93 -0.07 -5.42
H -4.45 -0.35 -4.05
H -3.47 1.14 -3.99
H -2.11 -0.49 -3.46
H -1.53 0.01 -5.10
H -3.32 -2.24 -4.72
H -1.52 -1.24 -6.88
H -3.23 -1.56 -7.03
H -0.88 -3.64 -6.73
H -2.04 -3.40 -8.10
H -3.28 -6.16 -5.74
H -1.63 -5.49 -5.45
H -2.13 -6.09 -7.09
C 4.58 -3.71 -2.89
O 5.05 -2.82 -1.94
C 3.99 -1.92 -1.54
C 4.63 -0.74 -0.81
N 5.39 -1.21 0.31
C 5.91 -0.11 1.10
C 6.33 -0.81 2.43
O 6.67 0.15 3.45
C 6.66 -0.35 4.77
H 5.35 -4.44 -3.18
H 4.24 -3.20 -3.79
H 3.69 -4.23 -2.51
H 3.31 -2.56 -0.92
H 3.48 -1.63 -2.44
H 3.86 -0.11 -0.39
H 5.25 -0.12 -1.45
H 6.09 -1.80 -0.12
H 5.13 0.67 1.25
H 6.71 0.34 0.56
H 7.13 -1.50 2.21
H 5.49 -1.40 2.81
H 5.61 -0.42 5.18
H 7.20 0.37 5.34
H 7.22 -1.30 4.91
C 0.29 4.90 3.94
O 0.55 4.52 2.64
C 0.63 5.64 1.81
C 1.05 5.14 0.39
N 2.31 4.37 0.34
C 3.55 5.09 0.21
C 4.65 4.25 -0.35
O 5.12 3.27 0.61
C 6.53 3.26 0.73
H 1.17 5.30 4.38
H 0.01 4.06 4.54
H -0.52 5.61 4.00
H 1.38 6.36 2.22
H -0.31 6.24 1.74
H 1.14 5.94 -0.32
H 0.27 4.52 0.01
H 2.37 3.48 0.79
H 3.91 5.34 1.22
H 3.37 6.03 -0.37
H 5.53 4.96 -0.57
H 4.30 3.70 -1.24
H 6.83 2.68 1.61
H 6.83 4.24 0.88
H 6.94 2.80 -0.22
C 3.28 -1.51 -5.80
O 2.61 -1.83 -4.63
C 1.39 -2.59 -4.82
C 0.73 -2.75 -3.41
N -0.51 -3.54 -3.46
C -1.11 -3.64 -2.12
C -2.24 -4.69 -2.10
O -2.91 -4.69 -0.89
C -3.89 -5.66 -0.83
H 3.52 -2.40 -6.42
H 4.22 -1.14 -5.44
H 2.69 -0.75 -6.40
H 1.67 -3.60 -5.23
H 0.70 -1.97 -5.44
H 0.56 -1.78 -2.94
H 1.50 -3.24 -2.79
H -1.16 -3.03 -4.08
H -1.55 -2.74 -1.69
H -0.37 -3.95 -1.40
H -1.85 -5.69 -2.23
H -3.03 -4.62 -2.90
H -4.71 -5.48 -1.56
H -4.35 -5.57 0.15
H -3.51 -6.71 -1.00
C -7.14 -1.43 -7.58
O -6.87 -2.15 -6.40
C -6.01 -3.28 -6.49
C -5.97 -3.82 -5.08
N -5.51 -2.75 -4.15
C -5.60 -3.20 -2.78
C -5.08 -2.13 -1.80
O -5.92 -1.04 -1.93
C -5.64 -0.02 -1.02
H -7.90 -1.93 -8.18
H -6.24 -1.21 -8.20
H -7.54 -0.48 -7.31
H -5.02 -3.03 -6.81
H -6.40 -4.10 -7.13
H -5.23 -4.61 -5.04
H -6.92 -4.20 -4.80
H -6.18 -1.97 -4.38
H -4.85 -4.01 -2.76
H -6.62 -3.60 -2.43
H -4.02 -1.89 -2.01
H -5.08 -2.53 -0.78
H -6.56 0.62 -1.11
H -4.71 0.49 -1.22
H -5.59 -0.39 -0.05
```

Results
**Calculated total energy**: -4390.54233 a.u.
**SMILES string**: COC[C@H](C)N.COC[C@H](C)N.COC[C@H](C)N.COC[C@H](C)N.COC[C@H](C)N.COC[C@H](C)N.COCCNCCOC.COCCNCCOC.COCCNCCOC.COCCNCCOC.COCCNCCOC.COCCNCCOC
**Energy relative to the best compared isomer or geometry (same formula, charge and spin)**: 47.1 kcal per mole
**Highest occupied orbital energy**: -0.296 Eh
**Molar mass**: 1333.97 g/mol
**HOMO-LUMO gap**: 0.3206 Ha